Entry 1:
DFT (ωB97M-V/def2-TZVPD) results for a structure of composition C17H22OS.

Element x y z (Å)
C 4.362 2.236 0.893
C 3.882 0.846 0.548
C 3.838 0.105 1.789
H 4.737 -0.137 2.197
H 3.292 -1.149 1.460
H 3.000 0.412 2.615
H 4.217 0.215 -0.055
S 2.009 1.065 -0.272
C 2.142 0.184 -1.832
C 2.261 -1.408 -1.645
H 2.466 -1.540 -2.598
C 0.769 -1.887 -1.369
C 0.648 -2.227 0.132
H 1.306 -2.704 0.736
O -0.690 -2.507 0.415
C -1.790 -1.651 0.536
C -1.586 -0.445 0.165
C -2.817 0.463 0.101
C -2.595 2.000 -0.344
C -3.861 2.702 -0.253
C -5.140 2.074 -0.256
C -5.322 0.843 0.284
C -4.062 0.051 0.286
C -4.188 -1.390 0.709
C -2.997 -2.024 0.381
H -2.951 -3.225 0.847
H -5.084 -2.075 0.697
H -6.136 0.460 0.258
H -6.057 2.660 -0.130
H -3.727 3.670 -0.529
H -1.713 2.444 -0.485
H -0.703 0.178 -0.176
H 0.849 -1.035 0.735
H 0.799 -3.129 -1.680
H 0.035 -1.479 -1.730
H 3.024 -1.473 -0.879
H 3.132 0.538 -2.382
H 1.337 0.507 -2.060
H 4.304 2.868 -0.090
H 5.215 2.277 1.275
H 3.793 2.686 1.708

Output
- Electronic energy: -1133.86489 Ha
- HOMO-LUMO gap: 0.3180 hartree
- HOMO: -8.09 eV
- LUMO level: 0.56 eV
- Total charge: 0

---

Entry 2:
DFT (ωB97M-V/def2-TZVPD) results for a structure of composition C12H7N5OS3Tl.

Element x y z (Å)
Tl 1.355 0.028 -0.205
N 2.575 -3.260 2.895
C 1.864 -2.466 2.014
S 2.699 -2.051 0.540
N 0.671 -2.141 2.381
N -0.012 -1.393 1.424
C -1.273 -1.348 1.652
C -2.275 -0.627 0.898
C -3.578 -0.620 1.419
C -4.603 0.068 0.813
C -4.314 0.787 -0.356
C -3.049 0.794 -0.893
C -1.986 0.068 -0.297
O -0.823 0.057 -0.870
H 3.576 -3.218 2.811
H 2.198 -3.283 3.829
H -1.628 -1.910 2.518
H -3.766 -1.183 2.329
H -5.601 0.061 1.230
H -5.102 1.350 -0.847
H -2.819 1.345 -1.798
S 0.899 1.440 -2.496
C 2.375 2.180 -2.767
C 2.368 3.570 -3.185
N 2.352 4.663 -3.546
C 3.597 1.589 -2.462
S 3.739 0.077 -1.771
C 4.799 2.398 -2.584
N 5.760 3.025 -2.675

Output
- Electronic energy: -2177.60045 Ha
- HOMO-LUMO gap: 0.2010 hartree
- HOMO: -4.72 eV
- LUMO level: 0.75 eV
- Total charge: -1

---

Entry 3:
DFT (ωB97M-V/def2-TZVPD) results for a cluster of 8 separate species, C40H56F21N2O19S in total.

Element x y z (Å)
O -1.409 -2.610 2.153
C -2.579 -2.919 2.131
O -3.264 -2.881 0.953
C -4.688 -2.999 1.022
C -5.334 -1.703 0.525
C -6.846 -1.764 0.799
C -7.276 -1.109 2.152
C -8.022 0.156 1.906
N -7.458 1.335 1.892
C -8.389 2.326 1.674
C -9.532 1.694 1.545
N -9.317 0.333 1.688
C -10.437 -0.625 1.638
C -10.180 -1.926 0.892
C -11.448 -2.811 1.092
C -12.458 -2.664 -0.066
S -14.113 -2.640 0.603
O -14.349 -1.331 1.116
O -15.066 -3.132 -0.325
O -14.026 -3.665 1.819
H -3.084 -3.243 3.054
H -5.021 -3.814 0.383
H -5.038 -3.240 2.030
H -4.845 -0.822 0.923
H -5.219 -1.704 -0.557
H -7.440 -1.338 -0.006
H -7.125 -2.818 0.838
H -6.361 -0.828 2.663
H -7.862 -1.777 2.773
H -6.479 1.523 2.053
H -8.243 3.385 1.622
H -10.535 2.044 1.388
H -11.229 -0.109 1.098
H -10.819 -0.775 2.645
H -9.365 -2.498 1.312
H -10.049 -1.751 -0.174
H -11.158 -3.851 1.171
H -11.882 -2.502 2.039
H -12.418 -3.543 -0.703
H -12.286 -1.789 -0.683
H -14.934 -3.879 2.085
C 2.279 -2.587 2.936
C 1.928 -1.745 1.730
O 2.650 -0.495 1.739
C 3.906 -0.539 1.319
O 4.495 -1.504 0.936
C 4.504 0.874 1.352
F 4.225 1.508 2.504
F 4.011 1.626 0.356
F 5.827 0.849 1.214
H 2.113 -2.024 3.855
H 1.668 -3.488 2.959
H 3.329 -2.880 2.921
H 0.873 -1.482 1.756
H 2.109 -2.280 0.798
C 6.292 3.731 2.874
C 5.321 4.890 2.826
O 5.552 5.817 3.903
C 6.551 6.674 3.729
O 7.261 6.743 2.772
C 6.640 7.617 4.937
F 6.560 6.944 6.092
F 5.636 8.506 4.913
F 7.784 8.291 4.937
H 6.253 3.240 3.847
H 6.055 3.009 2.106
H 7.318 4.068 2.723
H 4.303 4.528 2.959
H 5.361 5.408 1.869
C 5.110 2.519 -2.206
C 6.164 2.240 -3.255
O 5.608 2.319 -4.584
C 5.459 3.537 -5.083
O 5.739 4.564 -4.540
C 4.900 3.447 -6.511
F 3.873 2.588 -6.583
F 5.844 3.024 -7.360
F 4.468 4.630 -6.935
H 4.258 1.850 -2.333
H 5.525 2.379 -1.213
H 4.735 3.540 -2.283
H 6.535 1.231 -3.139
H 7.015 2.914 -3.159
C 6.851 -5.396 -3.997
C 5.953 -4.179 -4.048
O 6.321 -3.215 -3.042
C 7.357 -2.442 -3.329
O 8.005 -2.469 -4.332
C 7.595 -1.449 -2.183
F 7.555 -2.044 -0.988
F 6.653 -0.484 -2.184
F 8.778 -0.850 -2.286
H 6.851 -5.830 -2.996
H 6.514 -6.149 -4.707
H 7.883 -5.136 -4.233
H 4.926 -4.462 -3.827
H 5.960 -3.715 -5.033
C -0.304 3.876 4.360
C -1.550 3.585 5.168
O -2.554 2.923 4.363
C -2.390 1.625 4.181
O -1.510 0.944 4.608
C -3.554 1.077 3.344
F -3.831 1.849 2.279
F -4.692 1.010 4.072
F -3.302 -0.148 2.890
H -0.555 4.451 3.467
H 0.409 4.444 4.956
H 0.177 2.956 4.029
H -2.005 4.514 5.505
H -1.327 2.990 6.053
C -6.326 4.607 -4.321
C -7.206 4.331 -3.122
O -6.425 4.212 -1.913
C -6.049 5.358 -1.354
O -6.299 6.453 -1.751
C -5.262 5.073 -0.067
F -4.348 4.111 -0.240
F -6.091 4.657 0.919
F -4.632 6.150 0.371
H -5.552 3.843 -4.410
H -6.920 4.614 -5.233
H -5.823 5.569 -4.229
H -7.714 3.375 -3.242
H -7.972 5.096 -3.000
C 13.509 -5.688 -3.393
C 12.253 -6.040 -2.624
O 11.340 -6.803 -3.436
C 11.608 -8.097 -3.554
O 12.523 -8.678 -3.054
C 10.527 -8.771 -4.409
F 10.252 -8.070 -5.517
F 9.375 -8.896 -3.729
F 10.892 -9.988 -4.798
H 13.256 -5.170 -4.319
H 14.153 -5.045 -2.794
H 14.069 -6.582 -3.663
H 11.718 -5.134 -2.346
H 12.481 -6.580 -1.706

Output
- Electronic energy: -5592.12954 Ha
- HOMO-LUMO gap: 0.3538 hartree
- HOMO: -12.15 eV
- LUMO level: -2.52 eV
- Total charge: +1

---

Entry 4:
DFT (ωB97M-V/def2-TZVPD) results for an isolated molecule of C3H3N3O2.

Element x y z (Å)
C -0.405 -0.030 0.286
C 0.706 0.389 -1.554
C 0.922 0.632 0.668
H -1.518 -1.325 -0.945
H 0.906 0.350 -2.647
H 2.367 1.187 1.748
N -1.374 -0.613 0.866
N 1.586 0.519 -0.646
N 1.372 0.947 1.801
O -2.131 -1.382 0.010
O -0.392 -0.133 -1.099

Output
- Electronic energy: -430.73148 Ha
- SMILES string: [H]/N=C1\N=CO\C1=N/O
- HOMO-LUMO gap: 0.3401 hartree
- HOMO: -9.88 eV
- LUMO level: -0.63 eV
- Total charge: 0

---

Entry 5:
DFT (ωB97M-V/def2-TZVPD) results for a cluster of 2 separate species, C5H13O2 in total.

Element x y z (Å)
C 1.088 0.191 -1.710
O 1.517 -0.888 -1.022
C -0.420 0.460 -1.555
C -0.797 0.726 -0.070
C -0.963 -0.546 0.731
C -1.848 -0.324 1.979
H 1.325 0.209 -2.801
H 1.541 1.162 -1.359
H -0.827 1.272 -2.170
H -0.995 -0.450 -1.784
H -0.005 1.328 0.397
H -1.698 1.342 -0.059
H -1.455 -1.308 0.126
H 0.007 -0.914 1.053
H -2.005 -1.266 2.506
H -1.402 0.375 2.687
H -2.769 0.086 1.579
H 3.828 -0.868 0.888
H 2.649 -0.454 -0.107
O 3.232 -0.134 0.689

Output
- Electronic energy: -348.79023 Ha
- HOMO-LUMO gap: 0.2654 hartree
- HOMO: -3.16 eV
- LUMO level: 4.06 eV
- Total charge: -1

---

Entry 6:
DFT (ωB97M-V/def2-TZVPD) results for a cluster of 13 separate species, C28H53Cl24FNO7P in total.

Element x y z (Å)
C 5.336 1.468 -0.679
C 4.746 1.138 -2.047
C 3.363 1.726 -2.304
O 2.302 0.760 -2.174
C 1.657 0.806 -0.937
C 0.649 1.940 -0.830
O 0.481 2.856 -1.584
N -0.151 1.641 0.321
C -0.550 0.191 0.070
C -1.763 0.362 -0.885
C -3.131 -0.067 -0.358
C -0.891 -0.291 1.488
C -1.274 -1.757 1.717
C -2.613 -1.987 2.424
F -0.270 -2.301 2.555
C 0.764 -0.447 -0.612
C 1.586 -1.318 0.376
C 3.017 -1.592 -0.099
O 3.359 -2.969 0.146
C 4.582 -3.312 -0.243
O 5.429 -2.571 -0.670
C 0.573 -1.193 -1.956
P -0.273 -2.770 -1.979
O 0.250 -3.840 -1.102
O -0.184 -3.083 -3.550
O -1.840 -2.526 -1.717
H 5.983 0.658 -0.334
H 4.552 1.626 0.068
H 5.949 2.370 -0.698
H 4.711 0.057 -2.192
H 5.409 1.555 -2.811
H 3.176 2.548 -1.595
H 3.298 2.165 -3.302
H 2.349 0.982 -0.101
H 0.498 1.693 1.108
H -1.618 -0.131 -1.841
H -1.832 1.430 -1.103
H -3.152 -1.121 -0.081
H -3.865 0.052 -1.157
H -3.467 0.555 0.474
H -0.047 -0.076 2.148
H -1.706 0.354 1.821
H -1.215 -2.338 0.794
H -3.096 -1.051 2.702
H -2.423 -2.548 3.340
H -3.311 -2.555 1.808
H 1.677 -0.757 1.311
H 1.091 -2.259 0.616
H 3.718 -0.979 0.476
H 3.199 -1.363 -1.147
H 4.749 -4.386 -0.091
H 1.532 -1.408 -2.423
H 0.053 -0.536 -2.660
H -0.752 -3.830 -3.780
H -2.176 -3.310 -1.259
C 3.213 5.785 -0.304
Cl 3.920 6.847 0.924
Cl 4.433 4.719 -1.018
H 2.459 5.168 0.171
H 2.769 6.387 -1.087
C 3.206 -5.401 2.186
Cl 4.561 -4.916 3.227
Cl 1.755 -4.456 2.487
H 3.501 -5.249 1.155
H 2.999 -6.444 2.386
C 3.555 -8.469 4.802
Cl 3.242 -8.963 3.128
Cl 2.129 -8.653 5.825
H 4.345 -9.094 5.197
H 3.844 -7.424 4.800
C -1.022 4.764 3.058
Cl 0.504 4.190 2.356
Cl -2.166 5.282 1.820
H -1.462 3.950 3.621
H -0.798 5.614 3.683
C -3.287 3.188 -3.494
Cl -2.992 1.553 -4.116
Cl -4.771 3.296 -2.544
H -2.452 3.463 -2.859
H -3.366 3.857 -4.342
C 4.044 9.286 4.515
Cl 3.332 10.903 4.578
Cl 5.005 9.032 3.057
H 4.689 9.162 5.376
H 3.243 8.556 4.524
C -8.366 3.812 -3.403
Cl -9.332 5.006 -4.279
Cl -8.185 4.215 -1.690
H -8.859 2.851 -3.479
H -7.378 3.773 -3.846
C 3.826 -5.122 -3.550
Cl 3.469 -3.409 -3.322
Cl 5.010 -5.400 -4.832
H 4.229 -5.514 -2.623
H 2.906 -5.628 -3.814
C -0.429 9.080 4.194
Cl -2.092 9.450 3.741
Cl -0.321 7.619 5.194
H 0.147 8.916 3.291
H -0.032 9.907 4.764
C -6.350 -0.225 -4.536
Cl -7.328 0.990 -5.373
Cl -6.149 0.161 -2.828
H -6.847 -1.184 -4.620
H -5.370 -0.249 -4.998
C 3.146 -11.298 8.341
Cl 4.563 -10.566 7.577
Cl 2.775 -10.561 9.901
H 2.299 -11.154 7.681
H 3.350 -12.350 8.496
C -10.886 0.359 -6.803
Cl -11.817 1.581 -7.674
Cl -10.748 0.720 -5.079
H -11.386 -0.596 -6.912
H -9.887 0.325 -7.221

Output
- Electronic energy: -13166.00338 Ha
- HOMO-LUMO gap: 0.3492 hartree
- HOMO: -9.45 eV
- LUMO level: 0.05 eV
- Total charge: 0

---

Entry 7:
DFT (ωB97M-V/def2-TZVPD) results for a structure of composition C5H8HgLiO4.

Element x y z (Å)
O 2.638 0.528 -0.094
C 2.102 -0.765 0.065
C 0.815 -0.774 0.918
H 1.856 -1.198 -0.922
H 2.839 -1.454 0.517
H 0.992 -0.775 2.006
H 0.262 -1.708 0.744
O -0.299 0.400 -0.971
C -0.173 0.453 0.490
C -1.679 0.412 -1.316
O 0.361 1.617 0.826
O -1.476 0.287 0.966
C -2.306 -0.201 -0.074
H -1.824 -0.181 -2.225
H -2.017 1.446 -1.480
H -2.274 -1.302 -0.108
H -3.334 0.131 0.108
Hg 1.379 1.763 -1.009
Li 2.140 1.320 1.560

Output
- Electronic energy: -657.15586 Ha
- HOMO-LUMO gap (alpha / beta): 0.2298 / 0.2971 hartree
- HOMO (alpha / beta): -6.51 / -8.59 eV
- <S²>: 0.753
- LUMO level (alpha / beta): -0.25 / -0.51 eV
- Total charge: 0
- Multiplicity: 2

---

Entry 8:
DFT (ωB97M-V/def2-TZVPD) results for a structure of composition C7H15N2PbS.

Element x y z (Å)
C -0.450 0.935 -1.660
Pb 1.675 1.348 -0.195
N 3.724 0.764 1.218
N 3.008 1.294 -2.772
H 3.880 -0.237 1.274
H -0.190 2.052 -1.268
H -1.232 0.579 -1.050
H -0.085 -0.064 -2.029
H -0.620 1.282 -2.653
H 3.715 0.533 -2.773
H 3.538 2.158 -2.827
H 2.435 1.188 -3.615
H 4.550 1.216 0.819
H 3.510 1.152 2.137
S 0.355 0.130 2.003
C -1.153 -0.635 1.694
C -2.326 0.134 1.665
C -3.520 -0.386 1.174
C -3.487 -1.746 0.754
C -2.367 -2.605 0.934
C -1.213 -2.013 1.419
H -2.281 1.137 2.052
H -4.419 0.212 1.090
H -4.397 -2.205 0.330
H -2.358 -3.661 0.666
H -0.291 -2.564 1.613

Output
- Electronic energy: -975.97928 Ha
- HOMO-LUMO gap: 0.2139 hartree
- HOMO: -10.59 eV
- LUMO level: -4.77 eV
- Total charge: +1

---

Q: Look up the total charge of the second one.
A: -1

---

Q: electronic energy of number 5 (C5H13O2)?
A: -348.79023 Ha